[1]
Below is a molecular structure, C21H39As3BrN3OPt, with properties calculated with wB97M-V/def2-TZVPD.

Geometry (Å):
Pt (-0.73765, 0.27850, 0.74712)
O (-2.46422, -2.23180, 6.49875)
C (-2.03413, -1.59134, 5.42346)
C (-1.31059, -0.39573, 5.44821)
C (-0.91479, 0.17516, 4.25982)
N (-1.17247, -0.36637, 3.06352)
C (-1.86338, -1.50839, 3.06120)
Br (-2.17898, -2.24862, 1.34775)
C (-2.32596, -2.15719, 4.17556)
H (-2.21744, -1.79984, 7.32609)
H (-1.06145, 0.08308, 6.38584)
H (-0.36419, 1.10675, 4.25141)
H (-2.89168, -3.07498, 4.11348)
C (-0.70203, 0.81033, -3.35413)
As (-0.93987, -0.26263, -1.73511)
C (-2.63164, -1.10275, -2.19545)
C (0.19668, -1.85131, -1.97462)
C (1.71967, -1.77133, -1.78508)
C (2.32317, -3.02548, -2.43397)
C (2.14368, -1.78813, -0.31337)
As (1.57568, -0.35135, 0.88892)
C (2.79402, 1.12674, 0.54185)
C (2.33183, -1.03780, 2.53775)
C (2.25605, -0.51783, -2.48880)
As (4.24222, -0.30657, -2.53681)
C (4.26842, 1.52050, -3.24288)
C (4.73562, -1.23592, -4.18850)
H (-0.59313, 0.12459, -4.19274)
H (0.15125, 1.48027, -3.30452)
H (-1.60689, 1.40041, -3.49591)
H (-2.52109, -1.55593, -3.17997)
H (-3.43185, -0.36531, -2.23958)
H (-2.89988, -1.87066, -1.47316)
H (-0.00438, -2.17887, -2.99864)
H (-0.22553, -2.60971, -1.30711)
H (1.86162, -3.93202, -2.03852)
H (3.39283, -3.07866, -2.22654)
H (2.17298, -3.01068, -3.51422)
H (3.23606, -1.77908, -0.26969)
H (1.80743, -2.71863, 0.15488)
H (3.77950, 0.74780, 0.27285)
H (2.87830, 1.71743, 1.45439)
H (2.41978, 1.77343, -0.24947)
H (3.38999, -1.23369, 2.37016)
H (1.83864, -1.95936, 2.84289)
H (2.22907, -0.30687, 3.33860)
H (1.86160, 0.37481, -1.98746)
H (1.90822, -0.50588, -3.52713)
H (3.89430, 2.23923, -2.51563)
H (3.67092, 1.57519, -4.15414)
H (5.29584, 1.78439, -3.48666)
H (4.80719, -2.31081, -4.04527)
H (5.71322, -0.86449, -4.49194)
H (4.01590, -1.01621, -4.97829)
C (-5.94612, 2.63901, 1.12538)
C (-4.46529, 2.53731, 1.06129)
C (-3.49063, 3.51519, 1.07475)
C (-2.26292, 2.84958, 0.99170)
N (-2.48037, 1.52852, 0.93374)
N (-3.81682, 1.36054, 0.97220)
C (-0.88755, 3.42741, 0.94658)
H (-6.24998, 3.68167, 1.11336)
H (-6.32536, 2.18049, 2.03964)
H (-6.40699, 2.13243, 0.27687)
H (-3.64465, 4.57780, 1.14404)
H (-4.22620, 0.44168, 0.94294)
H (-0.90169, 4.46406, 1.27631)
H (-0.50044, 3.40291, -0.07352)
H (-0.21341, 2.86499, 1.59553)

Cartesian forces (eV/Å) of the 3 atoms listed first:
-0.55 0.01 0.24
-0.10 -0.15 0.02
0.13 0.18 -0.29

LUMO energy	-6.686	eV
ΔE to the lowest compared entry with this formula, charge and spin	37.4	kcal/mol
total charge	+2
HOMO level	-13.02	eV
gap between HOMO and LUMO	6.33	eV
maximum force	1.167	eV/A
total energy	-284719.73891	eV

=====

[2]
Below is a single C3H4F2 molecule, with properties calculated with wB97M-V/def2-TZVPD.

Geometry (Å):
C (-0.04591, -1.14688, -0.81347)
C (0.39756, -0.57700, 0.26215)
C (-0.09860, 1.02546, 0.47246)
F (-1.36489, 1.16529, 0.92813)
F (-0.04836, 1.70437, -0.74675)
H (0.23237, -2.12980, -0.99057)
H (-0.56247, -0.45955, -1.37299)
H (1.04734, -1.06084, 0.97062)
H (0.44293, 1.47894, 1.29043)

Cartesian forces (eV/Å) of the 3 atoms listed first:
0.74 0.26 1.14
-0.84 3.68 1.30
1.06 -2.28 -0.17

LUMO energy	1.152	eV
ΔE to the lowest compared entry with this formula, charge and spin	22.3	kcal/mol
total charge	0
HOMO level	-10.85	eV
gap between HOMO and LUMO	12.00	eV
SMILES string	C=CC(F)F
maximum force	3.997	eV/A
total energy	-8609.14860	eV

=====

[3]
Below is a molecular structure, C39H35F12InNO2PSSi2, with properties calculated with wB97M-V/def2-TZVPD.

Geometry (Å):
In (-0.26729, -0.33109, 0.27771)
C (-1.28450, -3.25751, -6.33743)
Si (-0.51310, -3.94509, -4.78937)
C (-0.66685, -5.80424, -4.79386)
C (1.27737, -3.51868, -4.76055)
C (-1.61349, -3.39729, -3.33745)
C (-2.90657, -3.89952, -3.45157)
C (-3.84633, -3.76979, -2.44154)
C (-3.43500, -3.12346, -1.30462)
N (-2.22794, -2.56687, -1.15489)
C (-1.31228, -2.65707, -2.14550)
S (0.23552, -1.82967, -1.90042)
H (-0.74138, -3.61868, -7.22316)
H (-1.24975, -2.16030, -6.34254)
H (-2.33438, -3.56565, -6.43926)
H (-0.18446, -6.23723, -5.68382)
H (-1.71589, -6.12520, -4.78763)
H (-0.17950, -6.22814, -3.90554)
H (1.79181, -4.08886, -5.55013)
H (1.73735, -3.75819, -3.79709)
H (1.42428, -2.45308, -4.94254)
H (-3.19061, -4.43077, -4.36073)
H (-4.84126, -4.18477, -2.52447)
H (-4.11695, -3.04057, -0.45100)
F (-1.02534, 2.68659, 2.27790)
C (-0.56472, 2.00857, 3.36318)
F (-1.47686, 1.01169, 3.63506)
F (-0.59868, 2.84922, 4.37898)
C (0.85943, 1.42783, 3.10127)
O (1.75079, 2.02828, 3.69102)
O (0.93984, 0.38778, 2.33901)
F (8.34496, 0.74681, 3.31311)
C (7.21291, 1.31523, 3.78346)
F (6.90987, 0.72964, 4.95779)
F (7.49369, 2.61355, 4.03301)
C (6.09292, 1.18548, 2.79510)
C (4.81284, 0.89109, 3.22152)
C (3.78845, 0.76667, 2.28682)
C (4.05241, 0.94586, 0.93225)
C (5.34421, 1.27082, 0.51640)
C (6.36343, 1.38784, 1.44524)
P (2.64516, 0.77648, -0.23486)
C (2.34047, 2.55767, -0.59500)
C (3.09836, 3.32931, -1.47557)
C (2.77693, 4.65809, -1.70011)
C (1.70279, 5.23410, -1.03207)
C (0.96130, 4.49647, -0.12649)
C (1.28287, 3.16050, 0.08437)
C (1.30975, 6.64549, -1.35340)
F (0.52353, 6.68686, -2.45484)
F (0.62197, 7.21001, -0.34294)
F (2.38898, 7.41366, -1.60566)
C (3.48567, 0.18537, -1.75554)
C (4.41535, -0.85463, -1.64005)
C (5.06540, -1.35185, -2.75930)
C (4.78289, -0.81935, -4.00799)
C (3.82903, 0.17156, -4.14714)
C (3.16988, 0.66031, -3.02615)
C (5.52587, -1.33618, -5.20353)
F (6.77925, -0.82935, -5.24217)
F (5.64281, -2.68249, -5.16505)
F (4.91327, -0.99805, -6.35857)
H (4.60955, 0.74841, 4.27634)
H (2.77830, 0.53648, 2.61354)
H (5.56474, 1.42217, -0.53539)
H (7.37156, 1.62963, 1.12552)
H (3.94964, 2.89774, -1.99313)
H (3.36088, 5.25402, -2.39390)
H (0.13754, 4.95543, 0.41105)
H (0.71391, 2.58462, 0.80351)
H (4.65354, -1.26277, -0.66264)
H (5.80008, -2.14455, -2.66006)
H (3.59594, 0.56083, -5.13217)
H (2.42014, 1.43469, -3.14727)
C (-2.79983, -1.69227, 1.80139)
Si (-3.15350, -0.08146, 0.97297)
C (-3.23763, 0.62409, -0.73442)
C (-4.29890, 0.87718, 2.02734)
C (-5.32097, 1.62749, 1.43222)
C (-6.22187, 2.34027, 2.21375)
C (-6.10500, 2.31847, 3.59936)
C (-5.10056, 1.57021, 4.20712)
C (-4.20495, 0.85255, 3.42740)
H (-3.68151, -2.04677, 2.34485)
H (-1.98450, -1.53625, 2.50849)
H (-2.49215, -2.42626, 1.05779)
H (-4.24333, 0.48963, -1.16746)
H (-2.52071, 0.15800, -1.40474)
H (-3.02688, 1.69264, -0.64460)
H (-5.42190, 1.65116, 0.34925)
H (-7.01222, 2.91656, 1.74214)
H (-6.79922, 2.88800, 4.21008)
H (-5.02033, 1.54265, 5.29066)
H (-3.41892, 0.27875, 3.91057)

Cartesian forces (eV/Å) of the 3 atoms listed first:
0.11 0.15 -0.07
-0.17 0.11 -0.37
-0.30 -0.04 0.12

LUMO energy	-1.458	eV
ΔE to the lowest compared entry with this formula, charge and spin	61.3	kcal/mol
total charge	0
HOMO level	-8.06	eV
gap between HOMO and LUMO	6.61	eV
maximum force	1.394	eV/A
total energy	-120262.46321	eV

=====

[4]
Below is a single C3H8N2 molecule, with properties calculated with wB97M-V/def2-TZVPD.

Geometry (Å):
C (-1.17008, 1.23404, -0.18609)
N (-0.06388, 0.42609, -0.97377)
C (0.45687, -0.49832, -0.06971)
N (-0.43203, -1.49560, 0.31307)
C (1.65292, -0.34303, 0.53725)
H (0.66061, 1.07703, -1.26405)
H (0.00271, -2.28126, 0.76674)
H (-1.14450, -1.70509, -0.36639)
H (-1.66259, 1.79038, -0.97968)
H (-0.78729, 1.92621, 0.57265)
H (-1.91521, 0.57708, 0.25783)
H (2.35611, 0.39911, 0.20449)
H (2.04636, -1.10665, 1.18768)

Cartesian forces (eV/Å) of the 3 atoms listed first:
0.81 -0.30 -1.97
-2.02 1.07 1.44
1.20 -0.05 1.21

LUMO energy	1.152	eV
ΔE to the lowest compared entry with this formula, charge and spin	42.2	kcal/mol
total charge	0
HOMO level	-7.87	eV
gap between HOMO and LUMO	9.02	eV
SMILES string	C=C(N)NC
maximum force	2.701	eV/A
total energy	-6220.01621	eV

=====

[5]
Below is 2 unconnected molecules or ions with the total composition C5H10O2, with properties calculated with wB97M-V/def2-TZVPD.

Geometry (Å):
C (-1.36393, -1.04341, -2.00723)
O (-1.08303, -0.82919, -0.63136)
C (-0.37623, 0.25459, -0.28117)
C (0.17681, 0.41242, 0.93562)
C (0.78864, 1.72777, 1.33943)
C (0.20955, -0.71249, 1.88424)
O (0.57732, -0.61706, 3.03974)
H (-1.53240, -0.09983, -2.54168)
H (-2.27607, -1.64167, -2.04714)
H (-0.54689, -1.59653, -2.48199)
H (-0.22885, 1.00423, -1.06692)
H (1.43816, -0.80755, -1.34312)
H (1.49620, -0.55752, -0.64128)
H (1.23750, 1.61985, 2.32934)
H (1.55630, 2.08541, 0.64031)
H (0.01426, 2.49670, 1.40708)
H (-0.08735, -1.69571, 1.46614)

Cartesian forces (eV/Å) of the 3 atoms listed first:
-0.03 -0.02 -0.21
0.03 -0.04 0.17
-0.20 0.29 0.36

LUMO energy	0.550	eV
ΔE to the lowest compared entry with this formula, charge and spin	80.5	kcal/mol
total charge	0
HOMO level	-8.83	eV
gap between HOMO and LUMO	9.38	eV
SMILES string	CO/C=C(/C)C=O.[H][H]
maximum force	0.804	eV/A
total energy	-9439.55092	eV

=====

[6]
Below is 2 unconnected molecules or ions with the total composition C3H9NO2, with properties calculated with wB97M-V/def2-TZVPD.

Geometry (Å):
C (0.59302, -2.37936, -0.36675)
N (1.88173, -1.76585, 0.26504)
H (-1.33140, -0.37575, 0.98041)
H (2.42477, -1.62724, -0.54045)
H (1.61928, -0.73318, 0.64512)
H (-0.25333, -1.63179, -0.06992)
H (0.26076, -3.36524, 0.10115)
H (0.60391, -2.55652, -1.48144)
C (-1.09652, 2.67257, 0.08547)
C (-0.40453, 1.25552, 0.09472)
O (-1.32084, 0.33416, 0.28676)
O (0.75184, 1.05159, 0.10309)
H (-1.32552, 2.91469, -0.99051)
H (-0.33897, 3.59945, 0.18211)
H (-2.06420, 2.60695, 0.70521)

Cartesian forces (eV/Å) of the 3 atoms listed first:
-1.17 0.97 1.75
-3.21 1.15 0.97
1.04 1.11 -1.05

LUMO energy	0.444	eV
ΔE to the lowest compared entry with this formula, charge and spin	62.1	kcal/mol
total charge	0
HOMO level	-9.01	eV
gap between HOMO and LUMO	9.45	eV
SMILES string	CC(=O)O.CN
maximum force	3.747	eV/A
total energy	-8840.26330	eV